## 1
C12H36InO16P4 | ωB97M-V/def2-TZVPD

Results
Molar mass, g/mol: 675.12
Highest occupied orbital energy, eV: -18.497

The geometry in ORCA input format:
```
! RIJCOSX wB97M-V def2-TZVPD def2/J DEFGRID3
* xyz 3 1
In -0.15757 1.65398 -1.45924
C -1.15811 -2.24284 3.24941
O -0.82832 -1.28601 2.22764
P -1.31022 0.22912 2.38432
O -1.07717 1.08674 1.20378
O -0.53129 0.70123 3.69591
C -0.58334 2.08066 4.14742
O -2.84673 -0.00695 2.77987
C -3.62537 1.00590 3.41877
H -0.27252 -2.78200 3.58659
H -1.82493 -2.98536 2.81394
H -1.61832 -1.79427 4.12697
H 0.44377 2.43902 4.24034
H -1.00466 2.03551 5.15113
H -1.10711 2.74790 3.46875
H -3.06635 1.93608 3.54390
H -3.98681 0.78231 4.42192
H -4.46950 1.27464 2.78554
C 2.92993 -2.43959 1.25564
O 3.52783 -1.14858 1.04769
P 2.71711 0.15164 1.49075
O 1.76834 0.50897 0.41676
O 3.79736 1.25843 1.84410
C 4.49278 1.84827 0.73448
O 2.06621 -0.22670 2.89872
C 2.72075 0.01176 4.13532
H 1.86268 -2.39526 1.03182
H 3.11932 -2.86017 2.24574
H 3.37081 -3.17604 0.58672
H 5.19125 1.19619 0.21056
H 5.08810 2.69926 1.06041
H 3.77938 2.26962 0.02325
H 3.03655 -0.88562 4.68127
H 1.97557 0.46254 4.79458
H 3.63699 0.59922 4.11157
C -5.22729 2.00398 0.27663
O -5.35263 1.13372 -0.85750
P -4.33074 1.39580 -2.04819
O -2.90216 1.25765 -1.66308
O -4.75189 0.44490 -3.23638
C -4.44852 -0.96777 -3.16755
O -4.80478 2.86259 -2.49309
C -3.94913 3.63387 -3.34192
H -5.80910 1.55553 1.07639
H -5.65352 2.98531 0.05364
H -4.18528 2.14988 0.57447
H -5.30735 -1.60646 -3.35596
H -3.95056 -1.27960 -2.25083
H -3.77068 -1.10441 -4.01233
H -3.15901 3.11698 -3.88930
H -3.45867 4.34773 -2.67069
H -4.49970 4.22134 -4.07371
C 2.07789 -1.25632 -5.25089
O 1.94574 -2.18683 -4.17482
P 2.32273 -1.61375 -2.71800
O 1.60985 -0.36347 -2.35004
O 1.98158 -2.84780 -1.77893
C 2.50849 -4.17246 -2.05504
O 3.91051 -1.53549 -2.79891
C 4.59887 -0.34721 -2.35852
H 1.39409 -1.51471 -6.05690
H 3.09869 -1.18511 -5.62878
H 1.77027 -0.22880 -5.03026
H 2.43068 -4.40238 -3.11581
H 1.93776 -4.89279 -1.47676
H 3.55280 -4.23023 -1.74878
H 5.15820 0.09772 -3.17975
H 5.26964 -0.65881 -1.55974
H 3.93678 0.43782 -1.99500
*
```

Here are the natural (NBO) charges for atoms 1 to 2, given in e: 1.55 -0.26

## 2
C12H36InO16P4 | ωB97M-V/def2-TZVPD

Results
Molar mass, g/mol: 675.12
Highest occupied orbital energy, eV: -16.438

The geometry in ORCA input format:
```
! RIJCOSX wB97M-V def2-TZVPD def2/J DEFGRID3
* xyz 3 1
In 3.45914 20.90856 -33.50686
C -0.93206 19.24658 -40.07462
O -0.41548 20.57432 -39.83557
P -0.41398 21.12389 -38.31486
O 0.46265 20.45279 -37.33130
O -0.43045 22.70553 -38.38254
C -1.44381 23.47800 -39.11129
O -1.96836 20.74722 -37.94710
C -2.40452 21.16924 -36.72698
H -0.82373 18.43332 -39.35701
H -0.47219 18.95593 -41.01915
H -1.98589 19.45091 -40.26384
H -1.43410 24.52977 -38.82531
H -2.46406 23.09490 -39.09049
H -1.00394 23.42443 -40.10715
H -2.37236 20.31654 -36.04877
H -3.48045 21.20591 -36.89767
H -2.07296 22.14666 -36.37652
C -0.45611 14.58986 -35.90011
O -0.98734 14.81547 -34.62660
P -0.06351 15.64682 -33.57962
O 0.51203 16.88336 -34.10225
O -1.26809 15.80164 -32.47702
C -1.44309 14.82779 -31.44242
O 0.98681 14.65302 -32.81253
C 1.74328 13.89165 -33.73493
H -1.13458 14.70075 -36.74598
H -0.11301 13.55597 -35.86220
H 0.48887 15.05121 -36.18691
H -0.80202 13.97299 -31.65795
H -2.39675 14.31777 -31.57849
H -1.27182 15.19822 -30.43171
H 2.28017 13.17197 -33.11694
H 2.52462 14.33153 -34.35469
H 1.15276 13.15258 -34.27639
C 10.48728 21.09213 -35.07247
O 10.50459 22.34739 -34.55782
P 9.57512 22.75915 -33.25549
O 8.14571 22.53474 -33.47644
O 10.18265 21.74231 -32.10170
C 11.59471 21.79462 -31.89540
O 10.03046 24.28525 -32.91034
C 9.40326 25.36173 -33.61991
H 10.40577 20.47379 -34.17855
H 11.50229 20.82635 -35.36780
H 9.69155 20.96930 -35.80721
H 12.16003 21.20181 -32.61449
H 11.58720 21.27773 -30.93578
H 12.07784 22.77044 -31.84570
H 8.56671 25.03112 -34.23553
H 9.98517 25.93885 -34.33854
H 9.18422 25.98820 -32.75524
C -2.18694 25.81753 -33.76774
O -2.55919 25.18567 -32.57225
P -1.47266 24.43283 -31.58306
O -0.50968 23.47685 -32.26767
O -0.75198 25.69878 -30.78117
C 0.14662 25.35415 -29.65773
O -2.34598 23.75959 -30.38733
C -3.17022 22.71531 -30.89230
H -1.12781 26.00247 -33.94698
H -2.71975 26.76265 -33.87248
H -2.55025 25.18203 -34.57536
H 0.36470 24.29219 -29.54474
H -0.38926 25.65517 -28.75756
H 1.12171 25.84121 -29.64833
H -2.76468 21.83132 -31.38445
H -3.98779 23.28002 -31.34036
H -3.45140 22.28166 -29.93261
*
```

Here are the natural (NBO) charges for atoms 1 to 2, given in e: 1.00 -0.27

If you had to bet on the most stable structure above, which would it be? Bet on 1.